[1]
The following is a DFT calculation (the ωB97M-V functional and the def2-TZVPD basis) of a molecular structure, AlH10O5 at a distorted geometry.

Last column: natural (NBO) charge in e.
Geometry (Å):
Al  -11.91834  -22.30218  3.18325  2.07
O  -9.93352  -23.53242  4.80884  -0.95
H  -9.66025  -24.46581  4.76307  0.54
H  -9.47013  -23.16964  5.58637  0.55
O  -12.67006  -19.60494  3.81377  -0.87
H  -12.36597  -18.85285  3.26962  0.55
H  -12.86235  -19.22575  4.69527  0.55
O  -12.75282  -23.80481  5.41905  -0.87
H  -13.64390  -23.75185  5.82040  0.55
H  -12.36471  -24.63183  5.76644  0.55
O  -11.33606  -20.41777  1.05252  -0.94
H  -10.63297  -19.82722  0.72129  0.55
H  -11.94605  -20.53031  0.30149  0.53
O  -9.80530  -23.29019  1.60969  -0.90
H  -9.52263  -22.85399  0.78440  0.54
H  -9.04954  -23.84449  1.87891  0.55

Values from the calculation:
Total charge: +3
Highest occupied orbital energy in eV: -24.432
Spin multiplicity: 1

[2]
The following is a DFT calculation (the ωB97M-V functional and the def2-TZVPD basis) of a molecular structure, C43H48ClMoN4OSi at a distorted geometry.

Last column: Löwdin spin population.
Geometry (Å):
Mo  -0.39995  -0.13732  -1.04048  1.81
Cl  1.84063  -6.95302  -1.41343  0.00
C  1.13181  -5.39073  -1.64095  0.00
C  -0.24446  -5.28306  -1.83215  0.00
C  -0.83217  -4.04536  -2.01887  0.00
C  -0.03964  -2.90500  -1.98023  0.01
O  -0.50583  -1.66969  -2.17746  0.01
C  1.35319  -3.01168  -1.81704  0.00
C  2.17551  -1.81702  -2.00140  0.01
N  1.74767  -0.61553  -1.85340  0.01
C  2.54180  0.45261  -2.33959  0.00
C  3.88387  0.59826  -2.12710  0.00
C  4.58543  1.67702  -2.70634  0.00
C  3.94702  2.56648  -3.51755  0.00
C  2.55996  2.43257  -3.76897  0.00
C  1.85520  3.26818  -4.66387  0.00
C  0.53315  3.03752  -4.89671  0.00
C  -0.11164  2.01168  -4.17869  0.00
N  0.49112  1.23763  -3.30602  0.05
C  1.83888  1.40051  -3.13593  0.01
C  1.93505  -4.27081  -1.66163  0.00
H  -0.84846  -6.18029  -1.84448  0.00
H  -1.89423  -3.95133  -2.19939  0.00
H  3.18588  -1.98565  -2.37976  0.00
H  4.41009  -0.11052  -1.49892  0.00
H  5.64475  1.78005  -2.51397  0.00
H  4.49061  3.37492  -3.98968  0.00
H  2.38235  4.06704  -5.17116  0.00
H  -0.03271  3.63257  -5.59952  0.00
H  -1.16847  1.83317  -4.32830  0.00
H  3.00901  -4.36952  -1.56116  0.00
C  -4.30561  1.82410  0.00983  0.00
Si  -3.64974  0.42187  -1.04122  0.01
C  -4.92427  -0.92574  -1.19695  0.00
C  -3.11340  1.01551  -2.72706  0.01
N  -2.20499  -0.29328  -0.31609  0.02
C  -2.40392  -1.12061  0.83073  0.01
C  -2.60619  -0.53597  2.08133  0.00
C  -2.75832  -1.32754  3.21073  0.00
C  -2.72120  -2.71161  3.11161  0.00
C  -2.54918  -3.29860  1.86552  0.00
C  -2.39769  -2.50905  0.73516  0.01
H  -4.62981  2.66198  -0.61331  0.00
H  -3.54730  2.19880  0.69835  0.00
H  -5.16878  1.50131  0.59550  0.00
H  -5.90092  -0.51354  -1.46205  0.00
H  -5.03632  -1.45284  -0.24646  0.00
H  -4.64858  -1.65752  -1.95959  0.00
H  -3.91958  1.56506  -3.22043  0.00
H  -2.84180  0.17538  -3.37277  0.00
H  -2.26751  1.69613  -2.65493  0.00
H  -2.63181  0.54378  2.16077  0.00
H  -2.91099  -0.85852  4.17501  0.00
H  -2.84123  -3.32608  3.99395  0.00
H  -2.53573  -4.37719  1.76950  0.00
H  -2.26825  -2.96617  -0.23243  0.00
C  -1.73793  4.05448  3.45054  0.00
C  -1.33796  3.49947  2.10969  0.00
C  -1.63180  4.19763  0.93820  -0.01
C  -1.30167  3.67063  -0.29750  0.00
C  -1.69501  4.36286  -1.57012  0.00
C  -0.60002  2.46612  -0.31676  0.00
C  -0.22838  1.75825  0.83126  0.01
C  -0.67580  2.28014  2.05246  -0.01
N  0.41583  0.50856  0.60606  -0.05
C  1.28679  -0.22603  1.57527  0.01
C  1.03849  0.03013  3.07082  0.00
C  1.98594  -0.83077  3.92296  0.00
C  1.76487  -2.31517  3.63632  0.00
C  2.02977  -2.57149  2.15373  0.00
C  3.47018  -2.18639  1.80149  0.00
C  3.69952  -0.70434  2.11831  0.00
C  3.43521  -0.45452  3.60379  0.00
C  2.74318  0.14737  1.27719  0.00
C  1.05707  -1.72414  1.33124  0.02
H  -2.39408  4.91648  3.34395  0.00
H  -0.85836  4.36781  4.01544  0.00
H  -2.25715  3.30174  4.04543  0.00
H  -2.13352  5.15676  0.99806  0.00
H  -1.73447  5.44221  -1.43033  0.00
H  -2.68763  4.03623  -1.89020  0.00
H  -0.99224  4.15045  -2.37766  0.00
H  -0.21490  2.18648  -1.29795  0.01
H  -0.52787  1.75139  2.97655  0.00
H  -0.00131  -0.20117  3.32094  0.00
H  1.24573  1.07313  3.31356  0.00
H  1.77691  -0.62229  4.97461  0.00
H  0.73741  -2.60103  3.88181  0.00
H  2.43024  -2.92179  4.25635  0.00
H  1.85696  -3.62654  1.92524  0.00
H  3.65906  -2.37925  0.73873  0.00
H  4.17124  -2.80143  2.37182  0.00
H  4.72758  -0.42497  1.87285  0.00
H  3.61379  0.59786  3.84354  0.00
H  4.12005  -1.04725  4.21572  0.00
H  2.94698  -0.00887  0.22001  0.00
H  2.89003  1.21344  1.47920  0.00
H  0.02701  -1.97315  1.60078  0.00
H  1.19799  -1.95236  0.27608  0.01

Values from the calculation:
Total charge: +1
Expectation value of S²: 2.035
Highest occupied orbital energy (alpha / beta) in eV: -10.584 / -10.814
Spin multiplicity: 3

[3]
The following is a DFT calculation (the ωB97M-V functional and the def2-TZVPD basis) of 2 unconnected molecules or ions with the total composition C2H4NO2 at a distorted geometry.

Last column: natural (NBO) charge in e.
Geometry (Å):
C  0.50208  1.47671  -0.24582  0.73
C  0.44346  0.40675  0.67479  0.27
N  -0.62314  -1.10570  -0.09359  -0.82
O  0.08907  2.32119  -0.94018  -0.35
O  1.60471  0.54757  -0.05648  -0.36
H  0.18714  0.26736  1.72483  0.27
H  0.07320  -1.73941  -0.46601  0.43
H  -0.98678  -0.55348  -0.90009  0.42
H  -1.28976  -1.62097  0.30254  0.41

Values from the calculation:
Total charge: +1
Highest occupied orbital energy in eV: -16.768
Spin multiplicity: 1

[4]
The following is a DFT calculation (the ωB97M-V functional and the def2-TZVPD basis) of 2 unconnected molecules or ions with the total composition C25H52O9S2 at a distorted geometry.

Last column: Löwdin charge in e.
Geometry (Å):
C  -2.70493  -1.68559  -0.36589  -0.12
O  -3.50483  -2.82075  -0.02262  -0.20
C  -3.36440  -3.87635  -0.97633  -0.23
C  -2.39793  -4.97206  -0.39730  -0.15
C  -0.90624  -4.57502  -0.77833  -0.19
C  -0.03245  -5.88659  -0.80595  -0.21
C  0.98564  -6.00149  0.40148  -0.19
C  2.27801  -5.18063  -0.00423  -0.21
C  2.77017  -4.30439  1.19984  -0.21
C  1.67507  -3.27226  1.70943  -0.20
C  2.43159  -2.19544  2.56118  -0.22
C  1.50400  -1.08123  3.16275  -0.19
C  0.68754  -0.26014  2.08377  -0.18
C  0.91711  1.28439  2.28657  -0.12
C  2.06789  1.93649  1.44934  -0.41
C  1.63734  3.17764  0.57680  -0.14
C  0.24345  3.05343  -0.13184  -0.18
C  -0.05331  1.66881  -0.81637  -0.19
C  0.40276  1.80084  -2.34688  -0.20
S  0.12885  0.26572  -3.31413  0.70
O  -0.89136  -0.53328  -2.59955  -0.32
O  -0.31382  0.63344  -4.68971  -0.33
O  1.59517  -0.52174  -3.35308  -0.17
C  3.12666  2.53277  2.49286  -0.12
C  4.33238  1.56630  2.76964  -0.18
O  5.30413  1.80122  1.71484  -0.24
S  4.64090  1.52515  0.23105  0.74
O  5.31675  0.33228  -0.35908  -0.33
O  4.73793  2.66305  -0.70741  -0.31
C  2.89082  0.97072  0.52382  -0.14
H  -3.28788  -1.00294  -1.02548  0.09
H  -2.41465  -1.17465  0.57765  0.08
H  -1.76492  -1.94642  -0.90747  0.05
H  -3.01093  -3.50285  -1.96321  0.12
H  -4.35846  -4.36263  -1.14335  0.12
H  -2.62841  -5.97043  -0.82621  0.10
H  -2.43939  -5.01816  0.71617  0.12
H  -0.94396  -4.17861  -1.81886  0.11
H  -0.50172  -3.78522  -0.11330  0.09
H  0.60676  -5.82344  -1.72477  0.10
H  -0.62669  -6.82100  -0.91383  0.10
H  1.30680  -7.07054  0.48099  0.10
H  0.55323  -5.68471  1.37244  0.10
H  3.07953  -5.88359  -0.32861  0.11
H  2.08280  -4.48019  -0.85333  0.11
H  3.11413  -4.97717  2.02401  0.12
H  3.66513  -3.67834  0.94439  0.11
H  1.03682  -3.83895  2.43259  0.11
H  1.10191  -2.84578  0.86105  0.09
H  3.32863  -1.78819  2.02577  0.10
H  2.85896  -2.74351  3.44315  0.12
H  0.76919  -1.51722  3.88568  0.12
H  2.16790  -0.43499  3.79512  0.10
H  0.88633  -0.63679  1.05812  0.09
H  -0.39132  -0.46216  2.29915  0.11
H  1.14715  1.42105  3.37245  0.11
H  -0.07886  1.78069  2.15913  0.12
H  1.55729  4.03936  1.29136  0.13
H  2.39508  3.48036  -0.17769  0.11
H  -0.57731  3.34899  0.56564  0.11
H  0.20863  3.82594  -0.94425  0.11
H  0.37439  0.78552  -0.30405  0.08
H  -1.16057  1.53077  -0.82987  0.11
H  1.45157  2.17529  -2.40131  0.11
H  -0.24696  2.58471  -2.80737  0.10
H  2.05009  -0.11629  -4.11174  0.09
H  3.57266  3.42967  1.98667  0.12
H  2.64010  2.92888  3.41051  0.13
H  4.05529  0.49427  2.86553  0.11
H  4.81103  1.85061  3.73622  0.14
H  3.01059  -0.06878  0.89613  0.09
H  2.48150  0.87854  -0.51174  0.11
C  -5.61709  4.42815  -0.17645  -0.11
O  -5.56216  5.37036  -1.23568  -0.19
C  -4.41054  6.20173  -1.16939  -0.20
C  -3.34201  5.75134  -2.15195  -0.20
O  -2.80916  4.48098  -1.79213  -0.21
C  -3.33528  3.41852  -2.56714  -0.10
H  -6.38774  3.69500  -0.41591  0.09
H  -4.66682  3.90483  -0.04907  0.08
H  -5.88961  4.92992  0.75757  0.09
H  -4.01218  6.23327  -0.15035  0.12
H  -4.73044  7.21322  -1.43717  0.12
H  -2.51516  6.46709  -2.12412  0.12
H  -3.73600  5.73129  -3.17217  0.13
H  -2.88986  3.43776  -3.56731  0.09
H  -4.42302  3.47032  -2.65209  0.09
H  -3.05926  2.47985  -2.08479  0.08

Values from the calculation:
Total charge: 0
Highest occupied orbital energy in eV: -9.211
Structure (SMILES): COCCCCCCCCCCCC[C@@]1(CCCCS(=O)(=O)O)CCOS(=O)(=O)C1.COCCOC
Spin multiplicity: 1

Number 1: E -623.2103 a.u.. Number 2: E -2779.4395 a.u.. Number 3: E -283.4505 a.u.. Number 4: E -2457.1112 a.u..